# 1
DFT (ωB97M-V with the def2-TZVPD basis set) results for C44H66GaNO2SSe2Si2Te as an isolated structure.

XYZ file:
```
120
C44H66GaNO2SSe2Si2Te | the Open Molecules 2025 dataset | ωB97M-V with the def2-TZVPD basis set
Ga 2.511 1.157 -0.532
C 3.337 -1.950 -2.765
Se 3.514 -2.088 -0.832
C 5.307 -1.286 -0.786
C 5.946 -1.303 0.596
Se 5.312 0.002 1.911
C 6.165 1.572 1.152
H 3.102 -0.927 -3.052
H 2.533 -2.613 -3.074
H 4.262 -2.277 -3.231
H 5.223 -0.279 -1.194
H 5.926 -1.880 -1.458
H 7.013 -1.109 0.506
H 5.823 -2.273 1.076
H 7.184 1.316 0.867
H 6.190 2.338 1.923
H 5.606 1.933 0.291
C 0.217 -3.514 5.735
C 0.597 -2.262 4.992
C 1.644 -2.268 4.074
C 2.013 -1.115 3.398
C 1.320 0.058 3.656
C 0.261 0.098 4.555
C -0.096 -1.067 5.210
S 1.869 1.551 2.867
C 2.606 2.359 4.289
O 0.499 2.363 2.781
H 1.090 -4.138 5.920
H -0.495 -4.105 5.154
H -0.251 -3.273 6.689
H 2.184 -3.190 3.886
H 2.822 -1.126 2.679
H -0.279 1.020 4.729
H -0.921 -1.044 5.914
H 1.865 2.397 5.085
H 2.927 3.358 3.996
H 3.464 1.751 4.582
C -2.041 -7.319 -4.921
C -1.664 -6.036 -4.230
C -1.468 -4.867 -4.944
C -1.133 -3.666 -4.316
C -0.952 -2.448 -5.194
C -0.977 -3.646 -2.927
Te -0.190 -1.892 -1.904
N 0.699 0.450 -1.509
C 0.700 1.596 -2.133
O 1.460 2.555 -1.659
C -0.102 1.929 -3.354
C -0.304 1.000 -4.369
C -1.047 1.335 -5.492
C -1.591 2.608 -5.604
C -1.376 3.546 -4.602
C -0.625 3.213 -3.485
C -1.892 -1.593 -0.677
C -3.160 -1.395 -1.248
C -3.387 -1.306 -2.736
C -4.256 -1.252 -0.399
C -4.128 -1.289 0.983
C -5.320 -1.109 1.887
C -2.859 -1.463 1.520
C -1.735 -1.602 0.716
C -0.385 -1.702 1.378
C -1.155 -4.828 -2.181
C -0.961 -4.885 -0.683
C -1.506 -5.994 -2.848
H -1.971 -7.218 -6.003
H -3.066 -7.603 -4.675
H -1.390 -8.138 -4.610
H -1.572 -4.877 -6.025
H -1.777 -2.359 -5.901
H -0.028 -2.525 -5.773
H -0.912 -1.537 -4.603
H 0.152 0.025 -4.276
H -1.188 0.609 -6.283
H -2.169 2.876 -6.480
H -1.783 4.545 -4.699
H -0.440 3.944 -2.706
H -2.752 -0.533 -3.177
H -4.426 -1.057 -2.952
H -3.157 -2.253 -3.224
H -5.238 -1.109 -0.837
H -6.254 -1.147 1.327
H -5.270 -0.141 2.394
H -5.347 -1.882 2.657
H -2.746 -1.499 2.602
H -0.470 -2.115 2.385
H 0.058 -0.702 1.454
H 0.310 -2.315 0.804
H 0.032 -4.521 -0.410
H -1.059 -5.911 -0.326
H -1.699 -4.271 -0.164
H -1.645 -6.902 -2.269
C -2.526 2.466 0.198
Si -1.796 3.385 1.638
C -2.315 5.180 1.567
C -2.376 2.628 3.250
C 0.137 3.252 1.608
Si 1.179 4.856 1.635
C 1.045 5.578 3.358
C 0.612 6.070 0.338
C 2.950 4.382 1.196
H -3.554 2.160 0.419
H -1.959 1.565 -0.039
H -2.551 3.090 -0.701
H -3.403 5.239 1.680
H -2.060 5.638 0.608
H -1.866 5.777 2.367
H -3.441 2.846 3.378
H -1.845 3.040 4.114
H -2.255 1.541 3.243
H 0.390 2.718 0.682
H 0.014 5.891 3.555
H 1.681 6.463 3.455
H 1.326 4.873 4.143
H -0.220 6.685 0.685
H 0.309 5.555 -0.580
H 1.440 6.738 0.084
H 3.338 3.498 1.711
H 3.638 5.209 1.398
H 2.982 4.171 0.123
```

Properties
- HOMO energy (alpha / beta): -9.5 / -9.5 eV
- Frontier orbital gap (alpha / beta): 6.78 / 5.87 eV
- Multiplicity: 2
- LUMO (alpha / beta): -2.7390 / -3.6297 eV
- F_max: 0.547 eV/A
- Charge: +1



# 2
DFT (ωB97M-V with the def2-TZVPD basis set) results for a 11-piece molecular cluster, C44H66O33 overall.

XYZ file:
```
143
C44H66O33 | the Open Molecules 2025 dataset | ωB97M-V with the def2-TZVPD basis set
C -15.799 8.340 26.242
C -15.162 7.114 26.854
C -15.219 6.997 28.387
O -15.288 5.595 28.560
C -15.750 5.010 27.429
O -16.048 3.858 27.360
O -15.846 5.919 26.447
H -16.098 8.076 25.230
H -15.039 9.122 26.242
H -16.633 8.759 26.805
H -14.105 7.060 26.617
H -16.024 7.492 28.930
H -14.299 7.482 28.725
C -9.156 9.851 22.140
C -9.920 10.176 23.401
C -10.468 11.590 23.446
O -11.710 11.373 24.150
C -12.117 10.089 23.946
O -13.197 9.701 24.251
O -11.105 9.374 23.412
H -9.015 8.763 22.078
H -8.126 10.206 22.138
H -9.706 10.044 21.220
H -9.318 9.896 24.265
H -10.649 12.096 22.494
H -9.902 12.334 24.008
C -20.883 12.816 29.386
C -19.934 11.875 28.624
C -18.789 12.531 27.848
O -17.633 11.794 28.271
C -18.018 10.831 29.143
O -17.314 9.967 29.553
O -19.219 11.162 29.646
H -21.737 13.148 28.801
H -20.253 13.658 29.680
H -21.241 12.293 30.268
H -20.593 11.212 28.060
H -18.656 13.601 28.026
H -18.920 12.477 26.765
C -18.197 7.311 22.010
C -19.286 7.634 23.001
C -19.180 6.872 24.312
O -19.424 7.896 25.297
C -19.630 9.095 24.707
O -19.960 10.070 25.283
O -19.372 9.018 23.381
H -18.028 6.240 21.951
H -17.313 7.864 22.345
H -18.393 7.725 21.021
H -20.294 7.506 22.582
H -18.116 6.653 24.469
H -19.746 5.959 24.457
C -9.942 2.410 24.096
C -10.100 3.544 25.075
C -9.771 4.900 24.435
O -10.736 5.769 24.974
C -11.849 5.030 25.211
O -12.906 5.517 25.464
O -11.532 3.733 25.370
H -10.129 1.440 24.571
H -8.924 2.383 23.709
H -10.717 2.419 23.329
H -9.630 3.411 26.046
H -9.730 4.823 23.346
H -8.741 5.107 24.737
C -12.090 4.340 28.856
C -10.975 5.369 29.086
C -9.930 4.983 30.135
O -8.811 4.611 29.340
C -9.016 4.827 28.040
O -8.255 4.606 27.151
O -10.241 5.370 27.841
H -12.692 4.554 27.975
H -12.736 4.312 29.742
H -11.712 3.316 28.761
H -11.552 6.274 29.257
H -10.257 4.129 30.722
H -9.731 5.853 30.759
C -18.731 6.667 28.765
C -20.182 7.010 28.545
C -21.138 6.207 29.414
O -22.135 7.173 29.769
C -21.549 8.394 29.707
O -22.052 9.390 30.107
O -20.352 8.325 29.097
H -18.587 6.527 29.836
H -18.062 7.415 28.348
H -18.423 5.723 28.300
H -20.508 6.989 27.503
H -20.592 5.826 30.286
H -21.579 5.293 29.022
C -18.052 -0.499 30.373
C -17.800 0.938 30.709
C -17.928 1.867 29.488
O -18.784 2.928 29.948
C -19.408 2.539 31.078
O -20.264 3.180 31.597
O -18.874 1.412 31.559
H -17.217 -0.778 29.712
H -18.912 -0.585 29.713
H -17.990 -1.165 31.226
H -16.845 1.207 31.161
H -18.436 1.363 28.663
H -17.008 2.338 29.152
C -15.576 0.527 24.863
C -14.167 0.146 25.230
C -13.269 1.245 25.788
O -12.485 0.519 26.745
C -13.160 -0.582 27.151
O -12.766 -1.323 27.984
O -14.236 -0.788 26.350
H -15.944 -0.191 24.132
H -15.492 1.515 24.392
H -16.280 0.709 25.660
H -13.608 -0.379 24.450
H -13.792 2.055 26.294
H -12.622 1.621 25.004
C -11.859 8.009 26.819
C -10.449 8.435 27.177
C -10.141 9.925 26.957
O -10.104 10.521 28.247
C -10.047 9.548 29.180
O -9.828 9.699 30.330
O -10.352 8.361 28.614
H -12.012 7.802 25.763
H -12.563 8.780 27.154
H -12.175 7.099 27.327
H -9.765 7.771 26.652
H -10.841 10.523 26.370
H -9.193 10.069 26.426
C -16.358 4.515 31.432
C -14.934 4.309 31.928
C -14.742 4.002 33.413
O -14.171 2.686 33.440
C -13.870 2.292 32.182
O -13.297 1.300 31.903
O -14.381 3.158 31.275
H -17.082 4.114 32.161
H -16.492 3.907 30.542
H -16.805 5.503 31.326
H -14.367 5.188 31.607
H -15.622 4.036 34.049
H -13.996 4.687 33.825
```

Properties
- HOMO energy: -10.5 eV
- Frontier orbital gap: 10.54 eV
- LUMO: 0.0836 eV
- F_max: 2.697 eV/A
- SMILES string: C[C@H]1COC(=O)O1.C[C@H]1COC(=O)O1.C[C@H]1COC(=O)O1.C[C@H]1COC(=O)O1.C[C@H]1COC(=O)O1.C[C@H]1COC(=O)O1.C[C@H]1COC(=O)O1.C[C@H]1COC(=O)O1.C[C@H]1COC(=O)O1.C[C@H]1COC(=O)O1.C[C@H]1COC(=O)O1
- Energy above the lowest of the compared OMol25 structures with the same formula, charge and spin: 227.3 kJ/mol



# 3
DFT (ωB97M-V with the def2-TZVPD basis set) results for C44H67AuGeN6O2S2 as an isolated structure.

XYZ file:
```
123
C44H67AuGeN6O2S2 | the Open Molecules 2025 dataset | ωB97M-V with the def2-TZVPD basis set
Au -0.156 0.231 -1.032
C 0.198 -2.799 -1.144
N -1.184 -2.947 -1.607
C -1.342 -3.754 -2.830
C -2.179 -2.264 -1.062
N -1.922 -1.073 -0.412
C -2.447 -0.832 0.783
C -2.744 -1.981 1.644
C -3.345 -1.874 2.852
C -3.713 -0.588 3.295
C -3.406 0.549 2.544
C -3.856 1.758 3.086
C -3.597 2.985 2.445
C -2.876 2.963 1.304
C -2.417 1.728 0.654
N -1.691 1.843 -0.445
C -1.764 2.985 -1.218
N -2.959 3.399 -1.646
C -3.274 4.816 -1.931
C -4.129 2.507 -1.684
N -0.643 3.597 -1.574
C 0.589 3.405 -0.805
C -0.462 4.299 -2.861
C -2.718 0.480 1.291
N -3.446 -2.661 -1.212
C -3.841 -4.085 -1.300
C -4.575 -1.726 -1.090
H 0.709 -3.755 -1.247
H 0.240 -2.504 -0.096
H 0.738 -2.073 -1.769
H -1.227 -4.817 -2.625
H -0.561 -3.448 -3.526
H -2.310 -3.575 -3.288
H -2.462 -2.967 1.284
H -3.552 -2.754 3.450
H -4.242 -0.464 4.237
H -4.410 1.738 4.022
H -3.932 3.921 2.874
H -2.601 3.907 0.847
H -2.490 5.469 -1.570
H -4.197 5.061 -1.404
H -3.439 4.989 -2.993
H -3.819 1.465 -1.659
H -4.675 2.688 -2.608
H -4.806 2.707 -0.851
H 0.379 3.296 0.253
H 1.223 4.278 -0.941
H 1.144 2.527 -1.162
H -1.313 4.145 -3.513
H 0.419 3.879 -3.346
H -0.300 5.365 -2.709
H -2.991 -4.739 -1.136
H -4.299 -4.316 -2.261
H -4.579 -4.277 -0.519
H -4.246 -0.702 -1.258
H -5.052 -1.799 -0.109
H -5.318 -1.982 -1.843
C -0.693 2.472 5.568
C -0.174 2.153 4.168
C 1.344 2.112 4.085
C 1.831 1.665 2.694
Ge 1.855 -0.234 2.379
C 3.227 -1.223 3.306
C 2.963 -1.448 4.811
C 1.691 -2.237 5.122
C 0.446 -1.356 5.196
H -1.786 2.433 5.618
H -0.389 3.472 5.880
H -0.305 1.766 6.303
H -0.527 2.915 3.463
H -0.587 1.195 3.823
H 1.747 1.473 4.876
H 1.736 3.111 4.284
H 2.871 1.955 2.521
H 1.226 2.129 1.911
H 0.562 -0.960 1.993
H 4.126 -0.623 3.175
H 3.372 -2.180 2.801
H 2.961 -0.494 5.346
H 3.826 -1.993 5.189
H 1.814 -2.741 6.079
H 1.556 -3.029 4.378
H 0.502 -0.675 6.047
H -0.462 -1.957 5.308
H 0.306 -0.738 4.296
O 0.172 0.035 -3.321
S -0.571 0.838 -4.402
C 0.010 0.176 -5.987
C -1.241 -0.196 -6.780
C -2.167 -0.868 -5.768
C -2.226 0.097 -4.582
H 0.603 -0.695 -5.700
H 0.649 0.914 -6.468
H -0.992 -0.838 -7.623
H -1.716 0.701 -7.183
H -1.742 -1.825 -5.456
H -3.157 -1.058 -6.179
H -2.452 -0.353 -3.610
H -2.918 0.921 -4.774
O 2.212 -0.110 0.453
S 3.231 -0.097 -0.723
C 4.810 0.436 -0.153
C 5.443 -0.160 0.932
C 6.729 0.244 1.244
C 7.375 1.198 0.456
C 6.733 1.770 -0.631
C 5.432 1.394 -0.944
C 3.553 -1.813 -1.067
C 3.295 -2.799 -0.127
C 3.687 -4.103 -0.409
C 4.320 -4.397 -1.610
C 4.541 -3.400 -2.554
C 4.154 -2.092 -2.289
H 4.961 -0.943 1.498
H 7.244 -0.203 2.086
H 8.394 1.484 0.689
H 7.242 2.510 -1.236
H 4.916 1.846 -1.786
H 2.798 -2.558 0.807
H 3.507 -4.890 0.316
H 4.647 -5.410 -1.811
H 5.017 -3.639 -3.498
H 4.334 -1.305 -3.016
```

Properties
- HOMO energy: -17.9 eV
- Frontier orbital gap: 4.83 eV
- LUMO: -13.0348 eV
- F_max: 0.593 eV/A
- Charge: +4
- Energy above the lowest of the compared OMol25 structures with the same formula, charge and spin: 0.0 kJ/mol